Version w
Entry from the Open Molecules 2025 dataset: the ion CH7N2Si with charge +1 (ωB97M-V/def2-TZVPD).

Geometry (Å):
N -0.9338 0.1926 -1.4388
C 0.2617 0.6057 -1.1910
N 0.9969 0.3074 0.2932
Si 0.1303 -0.6742 1.5434
H -1.4178 0.2624 -2.3720
H -1.5553 -0.0309 -0.6362
H 0.9295 0.9984 -1.9326
H 1.8457 0.7694 0.5451
H -1.2039 -0.1565 1.8557
H -0.1490 -1.8100 0.6427
H 1.0959 -0.4642 2.6904

Computed properties:
charge	+1
frontier orbital gap	9.876	eV
SMILES string	[NH2+]=CN[SiH3]

=====

Version x
Entry from the Open Molecules 2025 dataset: the ion CH7N2Si with charge +1 (ωB97M-V/def2-TZVPD).

Geometry (Å):
N 1.0337 -1.1483 0.3359
C 0.4150 -0.0003 0.1905
N 1.0875 1.0459 -0.3777
Si -1.6897 0.0913 0.0330
H 2.1145 -1.0368 0.2306
H 0.6127 -1.9759 0.7245
H 2.0404 1.0116 -0.4901
H 0.4830 1.8137 -0.5974
H -2.4095 -0.5062 1.3302
H -1.6305 1.5786 -0.4595
H -2.0571 -0.8737 -0.9200

Computed properties:
charge	+1
frontier orbital gap	11.853	eV
SMILES string	NC(=[NH2+])[SiH3]

=====

Winner for stability: version x

=====

Version w
Entry from the Open Molecules 2025 dataset: a cluster of 5 separate species, C5H20NO6 in total (ωB97M-V/def2-TZVPD).

Geometry (Å):
C 0.2530 -0.6939 1.3563
N 0.3139 -0.9085 -0.0868
C 0.6421 0.2582 -0.8747
O 2.0249 0.1127 -1.0975
C -1.2198 -0.9777 2.0971
C -2.3317 -0.2552 1.2618
C -2.1642 1.2992 0.8411
O -1.4190 1.4447 -0.1922
H 0.4252 0.3401 1.7133
H 1.0797 -1.3686 1.7481
H -0.4624 -1.3524 -0.5765
H 0.3359 1.2486 -0.3871
H 0.0953 0.2648 -1.9092
H 2.1052 -0.4814 -1.8401
H -1.1004 -0.5289 3.0844
H -1.3165 -2.0295 2.1309
H -2.7184 -0.7161 0.3508
H -3.1016 -0.0352 1.8620
H -1.7860 1.6980 1.7864
H -3.2321 1.7561 0.5592
H -0.5893 2.8606 -0.1907
H 0.8854 3.2014 -0.5332
O 0.0297 3.6619 -0.2453
H 0.6579 -3.8649 0.6647
H 1.3149 -3.0568 -0.5413
O 1.2926 -3.8113 0.0300
H -1.5770 1.1326 -1.8264
H -1.1700 2.5069 -2.0867
O -1.4134 1.7606 -2.5503
H 3.0545 -1.1365 -0.3546
H 2.7064 -2.1742 0.5623
O 3.3752 -1.8796 0.0930

Computed properties:
charge	-1
frontier orbital gap	7.606	eV

=====

Version x
Entry from the Open Molecules 2025 dataset: a cluster of 6 separate species, C5H20NO6 in total (ωB97M-V/def2-TZVPD).

Geometry (Å):
C 1.2398 2.0932 -0.3888
O 0.2500 2.1980 -1.2636
C 0.7725 1.4863 1.0713
C 0.5003 0.0296 1.0149
C -0.5233 -0.4147 2.0308
C -0.3144 -0.3211 3.3500
N -1.7262 -0.7942 1.4751
H 1.4439 3.1125 0.0444
H 2.0398 1.3782 -0.9168
H -0.1775 2.0005 1.1139
H 1.3901 1.7420 1.8704
H 0.2085 -0.2979 0.0366
H 1.4029 -0.6422 1.5805
H -1.0567 -0.5913 4.0827
H 0.4709 0.1116 3.9439
H -2.0174 -0.4705 0.4558
H -2.3666 -1.2133 2.0665
H 2.0580 -0.0409 -3.7745
H 1.8385 -0.0730 -2.3203
O 2.4714 -0.3245 -3.0806
H -1.1204 0.0480 -2.7014
H -0.3841 1.2658 -1.5788
O -1.1121 0.2004 -1.8289
H 2.8605 -2.3098 -0.4479
H 1.7959 -2.9168 0.4929
O 2.7871 -2.7765 0.3755
H -2.7095 1.8070 -0.2754
H -2.4356 0.8310 -1.4164
O -3.2026 1.0703 -0.6987
H -1.0860 -2.0264 -2.0603
H -1.8836 -1.6858 -0.9250
O -1.4142 -2.4755 -1.3282

Computed properties:
charge	-1
frontier orbital gap	7.733	eV

=====

Winner for stability: version x

=====

Version w
Entry from the Open Molecules 2025 dataset: a cluster of 2 separate species, C2H4INO in total (ωB97M-V/def2-TZVPD).

Geometry (Å):
C -1.5058 0.3670 0.4699
O -0.1124 0.4967 0.1369
C 0.3136 -0.0346 -0.9152
N 0.6878 -0.3335 -1.9564
H -1.7681 1.0098 1.3126
H -1.6408 -0.7670 0.4796
H -2.2701 0.6684 -0.2032
I 3.8757 -0.9803 0.4681
H 2.4201 -0.4265 0.2075

Computed properties:
frontier orbital gap	10.313	eV
SMILES string	COC#N.I

=====

Version x
Entry from the Open Molecules 2025 dataset: a cluster of 2 separate species, C2H4INO in total (ωB97M-V/def2-TZVPD).

Geometry (Å):
C -1.2520 -0.6368 0.0468
C 1.0865 0.8936 -0.0391
N -0.4542 -1.5291 0.0573
O -0.2027 1.2396 -0.2152
I -3.1705 0.1087 -0.1077
H 1.7474 1.8147 -0.0387
H 1.2679 0.4015 -0.9455
H 1.3971 0.2133 0.8197
H -0.4194 -2.5054 0.4224

Computed properties:
frontier orbital gap	7.765	eV

=====

Version y
Entry from the Open Molecules 2025 dataset: a cluster of 4 separate species, C2H4INO in total (ωB97M-V/def2-TZVPD).

Geometry (Å):
C 2.0763 0.5352 1.5863
C -0.4274 -0.5150 -0.6080
N 1.3549 1.2664 2.0913
O 0.7082 -0.1365 -0.5228
I 3.4769 -0.7969 0.8025
H -1.1980 0.0921 0.0839
H -0.8707 -1.3294 -1.1454
H -2.7719 0.3839 -1.5117
H -2.3483 0.5001 -0.7761

Computed properties:
frontier orbital gap	9.712	eV

=====

Winner for stability: version w

=====

Version w
Entry from the Open Molecules 2025 dataset: the molecule C7H6 (ωB97M-V/def2-TZVPD).

Geometry (Å):
C 1.8437 -2.0698 -2.0389
C 1.0132 -1.3894 -1.5246
C 0.1292 -0.3450 -1.2806
C 0.1438 -0.1341 0.0971
C -0.8766 0.8174 0.7445
C 1.1675 -0.5416 0.8996
C 2.1530 -0.7139 1.5427
H 2.7759 -2.0593 -2.3751
H -0.5290 -0.0645 -2.1429
H -0.6839 1.7125 0.2684
H -0.7084 0.8830 1.8283
H -1.9060 0.7618 0.4829
H 2.9561 -0.5172 2.2455

Computed properties:
frontier orbital gap	8.345	eV
SMILES string	C#C/C=C(/C)C#C

=====

Version x
Entry from the Open Molecules 2025 dataset: the molecule C7H6 (ωB97M-V/def2-TZVPD).

Geometry (Å):
C -1.7260 0.5748 -0.2492
C -1.5461 -0.6324 0.4512
C -0.4722 1.2637 -0.4827
C -0.6600 -0.5035 -0.9734
C -0.2028 -0.8734 0.6513
C 0.4857 0.2802 0.0383
C 1.9435 0.4290 -0.0478
H -2.6159 0.9097 -0.6511
H -2.4003 -1.2110 0.8425
H 0.2338 -1.8761 0.8404
H 2.3637 1.1878 0.6312
H 2.2634 1.0268 -0.9953
H 2.3330 -0.5755 -0.0552

Computed properties:
frontier orbital gap	9.108	eV

=====

Winner for stability: version w